<i>
{
  "formula": "C5H8BrNO2",
  "method": "ωB97M-V with the def2-TZVPD basis set",
  "elements": ["O", "C", "O", "C", "Br", "C", "C", "C", "N", "H", "H", "H", "H", "H", "H", "H", "H"],
  "coordinates": [[3.34574, 0.70381, -1.03883], [2.66822, 0.94292, -0.06855], [3.10057, 1.30555, 1.11430], [1.10408, 0.74038, 0.00633], [0.38771, 2.70961, 0.95353], [0.41101, -0.34031, 0.89124], [-1.00858, -0.30293, 0.26010], [-0.66981, 0.01165, -1.20404], [0.57554, 0.74159, -1.22916], [2.40633, 1.51962, 1.80923], [0.42836, 0.08887, 1.99899], [0.89958, -1.20020, 0.72813], [-1.38783, -1.23596, 0.27168], [-1.45627, 0.42425, 0.86300], [-0.69771, -0.85813, -1.87265], [-1.57439, 0.60199, -1.73240], [0.51701, 1.59134, -1.72932]],
  "multiplicity": 1,
  "orbital_gap_ha": 0.344,
  "smiles": "O=C(O)[C@]1(Br)CCCN1"
}

<ii>
{
  "formula": "C5H8BrNO2",
  "method": "ωB97M-V with the def2-TZVPD basis set",
  "elements": ["C", "C", "C", "C", "C", "N", "O", "O", "Br", "H", "H", "H", "H", "H", "H", "H", "H"],
  "coordinates": [[0.55687, 0.05922, 1.94385], [0.93779, -0.11998, -1.62180], [0.63998, -1.06532, -0.51081], [-0.27671, 0.80558, -1.61786], [-0.05004, -0.12513, 0.42489], [-0.54661, 0.89386, -0.20553], [0.07311, -0.41969, 2.91708], [1.43646, 0.74647, 1.55244], [-2.92503, -0.54938, 2.64898], [1.75859, 0.51910, -1.27089], [1.22124, -0.47744, -2.56218], [-0.27774, -1.60139, -0.90151], [1.45247, -1.67808, -0.19462], [0.02605, 1.79942, -1.87292], [-1.16112, 0.64485, -2.13608], [-1.59744, -0.90236, 3.15695], [-1.26786, 1.47026, 0.25002]],
  "multiplicity": 1,
  "orbital_gap_ha": 0.369
}

Stability check: which of them is most stable? <i>.

<i>
{
  "formula": "C5H10S",
  "method": "ωB97M-V with the def2-TZVPD basis set",
  "elements": ["C", "C", "C", "C", "C", "S", "H", "H", "H", "H", "H", "H", "H", "H", "H", "H"],
  "coordinates": [[2.22204, -0.00870, -0.20071], [0.87839, 0.08974, 0.44411], [0.26594, 1.32212, -0.12998], [-1.26448, 1.24274, 0.08711], [-1.68203, -0.23615, -0.18961], [-0.28898, -1.28120, 0.01963], [2.18359, -0.68941, -1.09933], [2.89747, -0.38791, 0.54132], [2.63804, 0.95719, -0.46544], [0.97225, 0.16675, 1.51567], [0.73665, 2.25304, 0.13082], [0.38391, 1.14118, -1.20610], [-1.83984, 2.02056, -0.33418], [-1.27898, 1.44977, 1.21156], [-2.13091, -0.21037, -1.18715], [-2.45758, -0.66020, 0.51320]],
  "multiplicity": 1,
  "orbital_gap_ha": 0.349,
  "smiles": "C[C@H]1CCCS1"
}

<ii>
{
  "formula": "C5H10S",
  "method": "ωB97M-V with the def2-TZVPD basis set",
  "elements": ["C", "C", "C", "S", "C", "C", "H", "H", "H", "H", "H", "H", "H", "H", "H", "H"],
  "coordinates": [[-1.07268, 2.16759, 0.31121], [-0.77076, 0.91932, 0.71209], [-0.25059, 0.63118, 2.11541], [-0.89583, -0.39882, -0.42636], [0.77184, -0.83662, -0.80572], [0.67463, -1.84882, -1.95233], [-1.20058, 2.95762, 1.04258], [-1.48644, 2.39340, -0.65418], [-0.71926, -0.25385, 2.56484], [0.85162, 0.36040, 2.02075], [-0.43149, 1.50454, 2.75679], [1.36491, 0.04354, -1.00886], [1.21281, -1.28221, 0.07084], [0.78301, -1.38206, -2.93969], [-0.25894, -2.37980, -1.95730], [1.42774, -2.59542, -1.85007]],
  "multiplicity": 1,
  "orbital_gap_ha": 0.351,
  "smiles": "C=C(C)SCC"
}

<iii>
{
  "formula": "C5H10S",
  "method": "ωB97M-V with the def2-TZVPD basis set",
  "elements": ["C", "C", "C", "C", "S", "C", "H", "H", "H", "H", "H", "H", "H", "H", "H", "H"],
  "coordinates": [[3.00308, -0.47750, 0.57300], [2.27655, 0.64168, -0.18920], [1.03620, 0.07102, -0.55463], [-0.20088, 0.50374, -0.18069], [-1.55878, -0.58998, -0.19314], [-2.89613, 0.39996, 0.43579], [4.05228, -0.27405, 0.71917], [2.95219, -1.34534, 0.01548], [2.52726, -0.64968, 1.55831], [2.83192, 0.99192, -1.02517], [2.14568, 1.46463, 0.43256], [1.15590, -0.93071, -1.02584], [-0.45564, 1.52011, 0.03111], [-2.63131, 0.78490, 1.44498], [-3.76748, -0.29300, 0.50259], [-3.18320, 1.33747, -0.06856]],
  "multiplicity": 1,
  "orbital_gap_ha": 0.321,
  "smiles": "CC/C=C/SC"
}

Stability check: which of them is most stable? <i>.

<i>
{
  "formula": "C7H15NO",
  "method": "ωB97M-V with the def2-TZVPD basis set",
  "elements": ["C", "C", "N", "C", "C", "C", "C", "C", "O", "H", "H", "H", "H", "H", "H", "H", "H", "H", "H", "H", "H", "H", "H", "H"],
  "coordinates": [[1.19983, 0.78178, -2.90614], [0.90417, -0.30791, -1.62344], [0.40238, 0.28828, -0.32253], [1.41457, -0.36579, 0.61378], [0.02218, -0.76089, 0.71183], [-0.23392, -2.18211, 0.36535], [-1.11106, -0.39736, 1.50017], [-1.12619, 1.16895, 1.61857], [-1.50115, 1.86996, 0.46676], [2.03809, 1.59428, -2.48715], [1.32237, -0.08050, -3.82386], [0.29697, 1.45585, -3.16856], [1.84906, -0.97302, -1.30933], [0.07266, -0.89694, -2.04014], [2.23547, -0.75835, -0.15856], [1.82288, 0.30863, 1.53859], [-1.25288, -2.66853, 0.17206], [0.33233, -2.64342, -0.47541], [0.45704, -2.89345, 1.19737], [-1.99308, -0.69574, 0.62088], [-1.23647, -1.01832, 2.51919], [-0.21521, 1.65162, 2.19597], [-2.20174, 1.29784, 2.13388], [-0.75237, 1.72251, -0.07190]],
  "multiplicity": 1,
  "orbital_gap_ha": 0.376,
  "smiles": "CCN1C[C@@]1(C)CCO"
}

<ii>
{
  "formula": "C7H15NO",
  "method": "ωB97M-V with the def2-TZVPD basis set",
  "elements": ["C", "C", "C", "C", "C", "N", "C", "C", "O", "H", "H", "H", "H", "H", "H", "H", "H", "H", "H", "H", "H", "H", "H", "H"],
  "coordinates": [[1.11601, -0.45013, 2.36619], [1.04561, -0.42651, 1.04501], [2.26595, -0.64095, 0.19832], [-0.28708, -0.22412, 0.32871], [-0.80013, -1.60051, -0.11565], [-1.24968, 0.30763, 1.28518], [-0.08548, 0.71350, -0.89005], [-1.38160, 1.15850, -1.57214], [-1.13113, 1.90296, -2.74224], [2.04934, -0.61681, 2.87762], [0.24299, -0.31027, 2.97682], [2.08498, -1.39129, -0.56848], [3.09417, -0.97430, 0.81822], [2.56509, 0.28158, -0.29762], [-0.11391, -2.06402, -0.81814], [-0.89649, -2.23859, 0.75851], [-1.77543, -1.51488, -0.58816], [-1.00616, 1.25649, 1.54578], [-2.18175, 0.30824, 0.88974], [0.52797, 0.21351, -1.63998], [0.44979, 1.60862, -0.55221], [-1.96153, 0.29612, -1.90699], [-2.00033, 1.75040, -0.88002], [-0.57122, 2.65483, -2.51841]],
  "multiplicity": 1,
  "orbital_gap_ha": 0.366,
  "smiles": "C=C(C)[C@@](C)(N)CCO"
}

<iii>
{
  "formula": "C7H15NO",
  "method": "ωB97M-V with the def2-TZVPD basis set",
  "elements": ["C", "C", "N", "C", "O", "H", "H", "H", "H", "H", "H", "H", "C", "C", "C", "C", "H", "H", "H", "H", "H", "H", "H", "H"],
  "coordinates": [[2.37435, -0.96045, -1.00270], [1.47958, -0.42299, 0.07386], [2.12472, -2.35897, -1.30395], [1.08168, 0.99460, 0.04729], [0.84683, -1.22539, 0.82683], [-0.25089, -0.71049, 1.18707], [1.94680, -2.87949, -0.45239], [2.91259, -2.77458, -1.78495], [2.23353, -0.36240, -1.91087], [3.40742, -0.74713, -0.66427], [1.72698, 1.57002, -0.61449], [1.08281, 1.45055, 1.03846], [-1.45447, 0.08122, 1.42461], [-2.80179, -0.25271, 0.81658], [-0.39394, 1.03980, -0.48494], [-0.97978, 2.24664, -0.66652], [-1.41635, 1.09695, 1.81200], [-1.32440, -0.51690, 2.34248], [-0.61503, 0.25995, -1.20930], [-2.86144, -1.30305, 0.53437], [-3.63060, -0.03728, 1.49493], [-2.97812, 0.34505, -0.07961], [-0.74980, 3.08412, -0.02541], [-1.76067, 2.38295, -1.39908]],
  "multiplicity": 1,
  "orbital_gap_ha": 0.279
}

Stability check: which of them is most stable? <ii>.